{
  "formula": "C13H52N16O13",
  "method": "ωB97M-V with the def2-TZVPD basis set",
  "energy_ev": -64785.91049,
  "relative_energy_kcal_mol": 128.0,
  "e_lumo_ev": -0.50,
  "max_force_ev_per_a": 10.7,
  "total_charge": 0,
  "symbols": ["N", "H", "O", "H", "C", "H", "O", "H", "N", "H", "H", "H", "C", "C", "O", "H", "H", "O", "H", "C", "C", "H", "N", "H", "H", "H", "H", "H", "H", "H", "H", "O", "H", "C", "O", "O", "H", "H", "C", "H", "C", "H", "H", "N", "O", "C", "H", "N", "C", "N", "H", "H", "H", "H", "H", "H", "N", "H", "H", "N", "H", "H", "C", "H", "H", "N", "O", "O", "O", "C", "N", "N", "N", "H", "N", "O", "H", "C", "O", "H", "H", "H", "H", "H", "N", "H", "H", "H", "H", "N", "H", "N", "H", "H"],
  "positions_angstrom": [[16.302, -17.123, 9.078], [16.778, -13.297, 11.878], [18.577, -14.626, 12.839], [23.167, -19.711, 11.714], [21.706, -17.842, 15.266], [18.252, -13.134, 9.809], [21.859, -15.464, 8.403], [15.636, -12.921, 13.061], [21.061, -12.192, 13.554], [15.931, -14.379, 15.317], [18.023, -20.746, 15.806], [18.739, -14.113, 12.044], [18.760, -11.560, 10.763], [23.105, -17.738, 11.602], [15.594, -14.663, 10.342], [21.075, -13.535, 17.479], [17.596, -20.469, 10.718], [22.452, -13.392, 12.466], [20.472, -12.997, 13.710], [16.805, -19.881, 12.406], [18.785, -20.081, 15.398], [17.691, -13.160, 13.912], [23.992, -16.905, 11.466], [15.969, -16.274, 9.512], [20.606, -11.293, 13.488], [18.941, -15.569, 8.605], [23.150, -11.270, 11.536], [21.532, -18.656, 14.562], [16.200, -17.067, 14.557], [13.456, -13.086, 11.922], [14.666, -16.358, 14.837], [23.061, -17.739, 15.798], [20.959, -14.267, 11.125], [15.124, -14.097, 11.310], [15.632, -12.510, 15.338], [18.438, -18.677, 15.317], [18.348, -11.634, 14.006], [19.173, -16.484, 13.697], [21.571, -14.638, 9.235], [19.057, -20.517, 14.437], [16.632, -11.860, 15.106], [24.917, -17.121, 11.811], [15.917, -15.881, 13.551], [16.254, -21.083, 12.487], [18.575, -12.950, 10.694], [21.989, -12.308, 12.677], [15.716, -21.259, 13.323], [17.639, -12.258, 14.364], [15.697, -16.100, 14.596], [17.388, -19.652, 11.274], [17.777, -11.109, 10.625], [13.355, -14.398, 10.725], [19.669, -16.214, 12.044], [21.506, -17.001, 14.603], [21.250, -13.913, 15.753], [15.657, -17.774, 8.652], [22.320, -11.217, 12.109], [23.769, -15.967, 11.167], [18.038, -16.551, 12.321], [18.059, -15.841, 9.016], [16.189, -10.051, 16.010], [24.721, -18.981, 11.996], [17.537, -17.005, 8.720], [21.958, -10.321, 12.405], [19.337, -15.117, 14.815], [21.074, -14.933, 10.375], [18.146, -17.757, 8.085], [19.069, -14.664, 17.937], [16.690, -19.000, 13.265], [18.875, -16.010, 12.762], [15.845, -13.458, 12.231], [21.596, -13.325, 8.981], [16.889, -10.650, 15.597], [23.344, -18.589, 16.141], [23.735, -18.880, 11.798], [16.308, -15.242, 15.500], [17.851, -18.573, 14.565], [19.640, -14.704, 16.821], [21.920, -17.675, 11.346], [17.840, -18.764, 11.109], [17.558, -15.153, 9.559], [19.388, -11.277, 11.607], [16.399, -21.800, 11.790], [21.723, -12.699, 9.763], [20.835, -14.075, 16.660], [21.212, -15.926, 10.497], [17.839, -10.311, 15.537], [18.083, -15.534, 15.879], [20.892, -17.914, 15.988], [18.999, -15.124, 15.767], [19.303, -11.422, 9.828], [13.827, -13.911, 11.473], [21.589, -12.978, 8.032], [19.662, -20.187, 16.036]],
  "atomic_forces_ev_per_a": [[-4.2, -0.2, 1.9], [0.1, -0.2, 0.4], [0.2, 0.4, 1.5], [0.3, 0.0, 0.3], [0.2, -0.1, -0.5], [0.0, -0.4, 0.0], [0.5, -1.1, -1.4], [-1.0, -0.5, -0.1], [-4.5, 1.4, 3.5], [0.0, 0.7, 0.4], [-0.5, 0.4, 0.2], [0.2, -0.5, -0.8], [0.1, -0.2, -2.1], [-3.8, -4.8, -1.0], [0.8, -0.9, -0.7], [0.3, -0.1, -0.4], [0.3, 0.7, -0.5], [1.8, -2.5, -1.4], [0.0, 0.0, 0.2], [-0.8, 1.8, 1.6], [0.2, 0.7, -0.1], [-0.2, -0.5, 0.5], [5.7, 9.0, -0.7], [-1.0, -0.4, 0.0], [-0.5, -0.3, 0.7], [0.0, -0.5, 0.2], [-0.1, 0.4, 0.1], [0.6, -0.6, 0.1], [0.2, -0.2, 0.9], [0.0, -0.4, -0.1], [-0.3, 0.5, -0.3], [-1.2, 0.1, -0.6], [0.2, -0.5, -0.1], [0.0, 2.0, 1.0], [-1.1, -0.4, -0.3], [0.8, -1.4, 0.6], [-0.4, 0.1, 0.4], [-0.3, 0.4, 0.1], [0.2, 0.7, -2.9], [0.0, 0.2, -0.3], [-0.4, 0.3, 0.8], [-0.3, 0.7, -0.4], [-0.8, 0.9, -0.3], [-1.1, -1.9, 1.2], [-0.3, -1.2, 1.0], [0.6, -3.1, 0.4], [0.2, -0.3, -0.3], [2.5, -1.6, -2.6], [0.6, -2.1, -0.9], [1.9, 0.1, -2.9], [0.2, 0.7, 0.8], [-0.8, 0.5, 0.3], [0.3, 0.2, 0.2], [0.3, 0.5, 0.4], [0.0, 0.0, 0.4], [0.5, 0.1, 0.2], [2.3, 4.4, -3.1], [0.2, 0.0, 0.3], [-0.4, -0.1, 0.4], [1.9, 4.4, 1.6], [0.1, -0.5, 0.0], [-0.5, 0.0, -0.1], [-0.4, 1.7, -0.3], [0.4, -0.2, -0.2], [0.3, 0.3, 0.6], [-1.1, -1.9, 3.5], [3.4, -5.3, -3.5], [1.2, -0.5, -0.9], [-0.3, -0.3, 0.3], [0.2, -0.8, -1.8], [2.9, 0.7, 0.0], [0.2, 3.1, -0.5], [0.1, 2.5, 1.0], [-0.3, -0.1, 0.0], [-0.2, -5.4, 1.4], [-0.3, 0.0, 0.0], [-0.4, -0.2, -0.4], [-1.4, 1.8, 3.0], [-1.7, 0.6, 0.2], [0.0, -0.3, -0.1], [0.0, -0.2, -0.1], [-0.5, 0.0, 0.0], [-0.2, 0.2, 0.4], [-0.2, 0.1, -0.4], [0.7, 0.0, 0.0], [-0.2, -0.4, 1.3], [-0.5, 0.1, 0.2], [-0.1, 0.2, 0.2], [0.3, 0.2, 0.4], [-0.4, -1.4, -2.3], [0.4, 1.3, 0.2], [-2.4, -1.0, -0.6], [0.5, -0.2, 0.4], [0.0, 0.2, 0.1]],
  "mulliken_charge": [-0.184, -0.169, 2.526, 0.225, -0.357, 0.185, -0.697, 0.088, -0.208, 0.378, 0.299, -0.598, -0.854, 0.747, -0.801, 0.242, 0.170, -0.633, -0.155, 0.693, -0.874, -0.330, -0.256, 0.304, 0.193, 0.011, 0.279, 0.300, -0.087, 0.197, 0.406, -0.569, -0.669, 0.473, -0.728, -0.339, 0.173, -0.383, 0.414, 0.293, 0.652, 0.167, -0.196, -0.457, -0.352, 0.582, 0.263, 0.001, -0.014, -0.196, 0.300, 0.271, -0.424, -0.087, 0.139, 0.213, -0.291, 0.168, 0.003, -0.146, 0.244, 0.095, 0.480, 0.188, -0.827, 1.022, -0.688, -0.789, -0.737, 0.473, 0.088, -0.264, -0.414, 0.278, -0.494, -0.612, 0.347, 0.509, -0.725, 0.032, 0.109, 0.119, 0.129, 0.088, -0.356, -0.246, 0.123, 0.040, 0.354, 0.677, 0.418, -0.492, 0.217, 0.310]
}